# 1
Here is a molecular structure, C30H26N4O9Tl in a non-equilibrium geometry from the Open Molecules 2025 dataset. Energies are from the ωB97M-V functional and the def2-TZVPD basis.

Values from the calculation:
- total charge = -1
- M (g/mol) = 790.9
- frontier orbital gap (spin up / spin down) (eV) = 5.318 / 4.956
- energy relative to the best compared isomer or geometry (same formula, charge and spin) (kcal/mol) = 21.70
- electronic energy (hartree) = -2227.59701
- HOMO level (spin up / spin down) (eV) = -5.2 / -5.1

Geometry (Å):
Tl -0.1023 -0.4535 0.5507
C 2.6547 2.8722 -1.0541
C 2.3012 3.0879 0.3865
C 2.1075 4.3725 0.8773
C 1.7260 4.5953 2.1926
C 1.5465 3.5164 3.0448
C 1.7407 2.2179 2.6011
C 1.5253 1.0465 3.5117
C 2.1234 1.9895 1.2600
N 2.2526 0.6826 0.8303
C 3.3047 0.2249 0.1555
O 4.4163 0.7627 0.0760
C 3.1191 -1.1293 -0.4841
C 4.1357 -1.6846 -1.2509
C 3.9365 -2.9429 -1.7974
C 2.7515 -3.6148 -1.5423
C 1.7928 -2.9851 -0.7573
N 1.9834 -1.7725 -0.2671
C 0.5143 -3.7109 -0.4200
O 0.4450 -4.9161 -0.6829
N -0.4171 -3.0026 0.2211
C -1.7241 -3.4046 0.4187
C -2.2649 -3.3183 1.7195
C -1.4388 -2.7667 2.8434
C -3.5724 -3.7210 1.9421
C -4.3591 -4.1902 0.9029
C -3.8417 -4.2328 -0.3822
C -2.5449 -3.8230 -0.6526
C -2.0381 -3.8025 -2.0626
H 2.5033 3.7888 -1.6258
H 2.0243 2.0868 -1.4792
H 3.6922 2.5494 -1.1516
H 2.2303 5.2156 0.2049
H 1.5605 5.6042 2.5498
H 1.2275 3.6884 4.0665
H 1.4406 1.3721 4.5480
H 2.3332 0.3217 3.4144
H 0.5958 0.5303 3.2458
H 5.0514 -1.1284 -1.3895
H 4.7042 -3.4012 -2.4084
H 2.5477 -4.6045 -1.9236
H -0.4061 -3.1084 2.7823
H -1.8569 -3.0500 3.8091
H -1.4275 -1.6698 2.7991
H -3.9825 -3.6601 2.9440
H -5.3800 -4.5007 1.0895
H -4.4619 -4.5832 -1.1999
H -2.8662 -3.8896 -2.7666
H -1.3409 -4.6238 -2.2337
H -1.5026 -2.8703 -2.2578
O -1.5323 6.1476 0.6591
C -1.4897 4.9462 0.5818
C -1.0053 4.1205 -0.5757
O -0.7745 4.4894 -1.7141
C -0.9304 2.7228 -0.1156
C -1.5456 2.6061 1.2110
O -1.7158 1.5568 1.8205
C -1.9257 3.9824 1.6691
O -2.5257 4.2601 2.6765
O -0.4332 1.7806 -0.7612
N -0.9185 1.7430 -3.8069
C -2.1118 1.1314 -3.2217
C -1.7126 0.0445 -2.2210
O -2.4361 -0.4053 -1.3685
O -0.4819 -0.4372 -2.4267
H -1.1322 2.2153 -4.6743
H -0.0580 0.2143 -3.0360
H -0.5712 2.4523 -3.1674
H -2.6805 0.6307 -4.0080
H -2.7796 1.8340 -2.7187

These are the Löwdin partial charges, in e, on atoms 1 to 4:
1. Tl 1.200
2. C -0.035
3. C -0.202
4. C -0.060


# 2
Here is a molecular structure, C30H27BrN9O2Pb from the Open Molecules 2025 dataset. Energies are from the ωB97M-V functional and the def2-TZVPD basis.

Values from the calculation:
- total charge = +3
- M (g/mol) = 832.7
- frontier orbital gap (eV) = 5.512
- energy relative to the best compared isomer or geometry (same formula, charge and spin) (kcal/mol) = 2.02
- electronic energy (hartree) = -4568.71599
- HOMO level (eV) = -15.4

Geometry (Å):
Pb -0.2330 -0.0053 0.2191
C 2.5696 -1.3830 -0.7974
N 2.1602 0.0055 -0.5494
C 2.1816 0.8002 -1.7769
C 1.0061 0.4630 -2.6545
C 1.0670 0.5918 -4.0301
C -0.0557 0.3049 -4.7901
C -1.2172 -0.1195 -4.1548
C -1.2157 -0.2276 -2.7838
N -0.1209 0.0622 -2.0551
C 2.9607 0.6229 0.5118
C 2.2866 1.8424 1.0799
C 3.0225 2.7920 1.7696
C 2.3648 3.8543 2.3616
C 0.9817 3.9326 2.2551
C 0.3179 2.9557 1.5483
N 0.9635 1.9395 0.9489
C 2.0503 -2.3019 0.2753
C 2.7604 -3.4101 0.6981
C 2.1991 -4.2416 1.6552
C 0.9545 -3.9247 2.1845
C 0.3117 -2.7932 1.7305
N 0.8456 -2.0142 0.7747
H 3.6572 -1.4651 -0.8690
H 2.1596 -1.7033 -1.7597
H 3.1105 0.6497 -2.3329
H 2.1301 1.8595 -1.5124
H 1.9894 0.9133 -4.4963
H -0.0236 0.4030 -5.8675
H -2.1070 -0.3691 -4.7152
H -2.0861 -0.5628 -2.2377
H 3.9562 0.8899 0.1450
H 3.0969 -0.1113 1.3111
H 4.0968 2.6864 1.8510
H 2.9179 4.6059 2.9095
H 0.4263 4.7356 2.7189
H -0.7576 2.9554 1.4801
H 3.7424 -3.6121 0.2906
H 2.7345 -5.1169 1.9993
H 0.4959 -4.5346 2.9502
H -0.6370 -2.4777 2.1438
N -4.3175 1.5301 0.0808
C -3.8309 2.7996 -0.1308
C -2.4844 2.6757 -0.2403
N -2.1477 1.3430 -0.0713
C -3.2819 0.6839 0.0962
C -3.2604 -0.7640 0.1431
N -2.1075 -1.3931 0.0183
C -2.3880 -2.7463 -0.0001
C -3.7275 -2.9093 0.1421
N -4.2621 -1.6431 0.2271
H -5.2942 1.3019 0.1961
H -4.4724 3.6618 -0.2012
H -1.7588 3.4424 -0.4467
H -1.6287 -3.4976 -0.1249
H -4.3376 -3.7954 0.1824
H -5.2437 -1.4424 0.3501
Br 2.2749 0.6902 7.0400
C 0.5562 0.3309 6.3725
C -0.5056 0.0858 7.2414
N -1.7402 -0.1568 6.8124
C -1.9680 -0.1728 5.5062
C -0.9627 0.0465 4.5654
C 0.3286 0.3050 5.0150
C -1.2990 -0.0200 3.1314
O -2.4295 -0.1324 2.7019
O -0.2263 0.0747 2.3281
H -0.3552 0.0876 8.3142
H -2.9854 -0.3641 5.1892
H 1.1374 0.4952 4.3230

These are the Löwdin partial charges, in e, on atoms 1 to 4:
1. Pb 1.550
2. C -0.086
3. N -0.235
4. C -0.094


# 3
Here is a molecular structure, C30H27CaCl3N7O7S2 from the Open Molecules 2025 dataset. Energies are from the ωB97M-V functional and the def2-TZVPD basis.

Values from the calculation:
- total charge = -1
- M (g/mol) = 808.2
- frontier orbital gap (eV) = 7.633
- energy relative to the best compared isomer or geometry (same formula, charge and spin) (kcal/mol) = 15.16
- electronic energy (hartree) = -4924.37601
- HOMO level (eV) = -5.4

Geometry (Å):
Ca -0.4691 -0.6509 -0.3761
Cl -4.9384 0.9743 6.0658
C -3.7948 0.6188 4.7888
C -3.3012 1.6560 3.9896
C -2.4021 1.3831 2.9926
C -1.9371 0.0608 2.7125
O -1.0797 -0.1042 1.7729
C -2.4748 -0.9727 3.5341
C -2.1737 -2.3985 3.3747
O -1.5294 -2.9245 2.4990
C -3.3807 -0.6654 4.5639
H -3.6334 2.6710 4.1685
H -2.0131 2.1753 2.3651
H -2.6528 -3.0303 4.1587
H -3.7626 -1.4742 5.1772
Cl -3.4105 4.7426 -4.9695
C -3.0540 3.3463 -3.9806
C -4.0549 2.8173 -3.1621
C -3.7928 1.7192 -2.3861
Cl -5.0620 1.0957 -1.3754
C -2.5203 1.0636 -2.3553
O -2.3267 0.0166 -1.6561
C -1.5330 1.6545 -3.1995
C -0.1764 1.1325 -3.2715
O 0.3000 0.2304 -2.6092
C -1.8125 2.7707 -3.9981
H -5.0356 3.2723 -3.1398
H 0.4646 1.6390 -4.0202
H -1.0287 3.1794 -4.6251
N -1.6597 -2.0970 -3.5911
C -0.7483 -2.9136 -2.9987
N -0.1542 -2.6531 -1.8733
C 0.7240 -3.6619 -1.5211
C 0.8120 -4.6871 -2.3957
S -0.2419 -4.4056 -3.7387
C 1.3947 -3.5003 -0.2268
C 2.4642 -4.1678 0.2562
S 2.8393 -3.5968 1.8410
C 1.5367 -2.4527 1.7133
N 0.8664 -2.5306 0.6013
N 1.2355 -1.6056 2.7293
H -2.0362 -1.3853 -2.9609
H -2.3492 -2.5563 -4.1619
H 1.3860 -5.5943 -2.3196
H 3.0627 -4.9237 -0.2223
H 2.0121 -1.2598 3.2656
H 0.4859 -0.9443 2.5158
C -4.6991 -1.6154 0.9130
C -3.7758 -2.3162 0.0310
N -3.0558 -2.8733 -0.6672
H -4.1559 -0.8726 1.4941
H -5.1714 -2.3266 1.5897
H -5.4605 -1.1164 0.3181
C 4.0270 1.4411 -2.4097
C 4.8400 1.3919 -1.1200
C 3.9909 1.5578 0.1571
C 4.8959 1.4931 1.3944
C 4.1268 1.6356 2.7027
C 3.3470 2.9285 0.1035
O 3.9944 3.9591 0.1482
N 1.9919 2.9436 -0.0223
C 1.1642 1.8134 -0.1144
O -0.0330 2.0136 -0.3300
N 1.6696 0.5763 0.0219
C 2.9977 0.3806 0.1963
O 3.4786 -0.7359 0.3491
H 4.6724 1.2752 -3.2734
H 3.5485 2.4153 -2.5391
H 3.2448 0.6789 -2.4220
H 5.5961 2.1805 -1.1198
H 5.3470 0.4295 -1.0339
H 5.6373 2.2898 1.3086
H 5.4117 0.5329 1.3648
H 3.6541 2.6172 2.7785
H 4.7913 1.5215 3.5603
H 3.3434 0.8781 2.7779
H 1.5369 3.8405 -0.1085

These are the Löwdin partial charges, in e, on atoms 1 to 4:
1. Ca 1.408
2. Cl 0.598
3. C -0.686
4. C -0.112